Entry 1:
The following is a quantum chemistry calculation of a structure of composition C22H28N2O3PtS2 at a distorted geometry, from OMol25.

Each line ends with the Löwdin spin population.
Cartesian coordinates (Å):
Pt -0.787 0.990 0.433  0.771
C 3.196 2.060 1.788  0.000
C 2.727 0.932 2.745  0.018
N 2.584 -0.367 2.090  0.022
C 3.946 -1.036 1.759  0.002
C 4.111 -1.270 0.246  0.001
C 1.436 -1.031 1.863  0.056
S -0.077 -0.150 2.298  0.564
N 1.372 -2.306 1.566  0.036
C 0.341 -2.878 0.834  0.011
O -0.649 -2.329 0.318  0.020
C 0.501 -4.334 0.645  0.000
C 1.269 -5.118 1.546  0.001
C 1.341 -6.533 1.376  0.000
C 0.452 -7.135 0.468  0.001
C -0.274 -6.351 -0.421  0.000
C -0.154 -5.003 -0.403  0.001
H 2.980 3.024 2.234  0.000
H 2.637 1.913 0.829  -0.001
H 4.284 1.932 1.668  0.000
H 1.777 1.195 3.242  0.012
H 3.497 0.849 3.541  0.001
H 4.066 -2.024 2.283  0.000
H 4.666 -0.339 2.162  0.000
H 3.626 -2.235 0.006  0.000
H 5.163 -1.322 -0.006  0.000
H 3.517 -0.509 -0.244  0.000
H 1.843 -4.562 2.318  0.000
H 2.144 -7.130 1.868  0.000
H 0.278 -8.221 0.538  0.000
H -0.954 -6.843 -1.084  0.000
H -0.630 -4.394 -1.124  0.000
C -3.624 1.290 1.051  0.045
C -2.248 1.603 1.651  0.101
O -2.036 2.312 2.610  0.032
H -3.530 0.727 0.096  0.008
H -4.211 2.239 0.953  0.002
H -4.070 0.599 1.779  0.003
C -4.637 5.108 -1.495  -0.003
C -3.637 4.075 -1.825  -0.002
C -2.533 3.949 -1.019  0.048
C -1.456 3.092 -1.275  0.033
C -1.548 2.188 -2.348  0.072
C -2.620 2.303 -3.205  0.001
C -3.608 3.263 -3.018  0.065
S -0.321 0.793 -2.457  0.023
C 0.813 1.619 -3.512  0.005
O 0.615 0.889 -1.105  0.028
H -4.405 6.171 -1.781  -0.001
H -4.819 5.167 -0.404  -0.001
H -5.620 4.843 -1.968  0.000
H -2.508 4.497 -0.101  0.002
H -0.505 3.326 -0.817  0.016
H -2.572 1.645 -4.090  -0.001
H -4.347 3.417 -3.839  0.004
H 1.444 2.279 -2.954  0.000
H 0.266 2.227 -4.273  0.000
H 1.487 0.906 -4.037  0.000

## Properties
Maximum force: 0.0695 hartree/bohr
HOMO (spin up / spin down): -0.2077 / -0.2835 Ha
Multiplicity: 3
Energy relative to the best compared isomer or geometry (same formula, charge and spin): 0.747 eV



Entry 2:
The following is a quantum chemistry calculation of an isolated molecule of C22H28N2O4, from OMol25.

Each line ends with the Mulliken charge.
Cartesian coordinates (Å):
C -1.581 -3.619 1.481  -1.414
C -0.300 -2.886 1.113  -0.336
O -0.663 -1.795 0.290  -0.489
C 0.199 -0.757 0.141  -0.070
C 1.570 -0.850 0.327  -0.055
C 2.436 0.219 0.074  0.305
N 3.808 0.133 0.294  0.061
C 4.377 -0.994 1.005  -1.128
C 4.743 -2.144 0.055  -0.356
O 5.616 -1.696 -0.958  -0.435
C 5.043 -0.627 -1.682  -0.679
C 4.714 0.555 -0.763  -0.613
C 1.863 1.431 -0.358  -0.182
O 2.620 2.566 -0.611  -0.573
C 3.147 3.192 0.551  -0.128
C 2.064 3.827 1.416  -1.254
C 0.495 1.523 -0.548  -0.122
C -0.350 0.456 -0.297  0.111
N -1.745 0.581 -0.449  -0.032
C -2.642 0.251 0.524  0.460
O -2.330 -0.064 1.652  -0.622
C -4.062 0.355 0.063  0.390
C -4.909 1.236 0.723  -0.560
C -6.230 1.364 0.335  -0.647
C -6.712 0.592 -0.708  -0.546
C -5.878 -0.307 -1.348  -0.644
C -4.545 -0.442 -0.977  0.833
C -3.671 -1.441 -1.677  -1.405
H -1.359 -4.443 2.154  0.449
H -2.062 -4.007 0.587  0.305
H -2.259 -2.924 1.969  0.274
H 0.197 -2.521 2.019  0.393
H 0.387 -3.555 0.573  0.306
H 1.977 -1.795 0.645  0.439
H 3.697 -1.329 1.788  0.555
H 5.300 -0.637 1.479  0.414
H 5.275 -2.934 0.588  0.388
H 3.834 -2.563 -0.404  0.321
H 5.781 -0.341 -2.433  0.373
H 4.123 -0.965 -2.184  0.327
H 4.267 1.361 -1.341  0.421
H 5.638 0.913 -0.295  0.295
H 3.720 2.467 1.142  0.181
H 3.827 3.956 0.166  0.410
H 2.520 4.332 2.262  0.425
H 1.381 3.064 1.785  0.298
H 1.497 4.551 0.836  0.297
H 0.087 2.467 -0.875  0.467
H -2.089 1.003 -1.298  0.334
H -4.518 1.821 1.542  0.470
H -6.881 2.056 0.847  0.395
H -7.744 0.681 -1.017  0.393
H -6.265 -0.921 -2.148  0.415
H -3.266 -1.016 -2.596  0.300
H -4.252 -2.320 -1.949  0.487
H -2.839 -1.747 -1.047  -0.002

## Properties
Maximum force: 0.0110 hartree/bohr
HOMO: -0.2746 Ha
Structure (SMILES): CCOc1cc(N2CCOCC2)c(OCC)cc1NC(=O)c1ccccc1C
Energy relative to the best compared isomer or geometry (same formula, charge and spin): 2.639 eV



Entry 3:
The following is a quantum chemistry calculation of a cluster of 2 separate species, C22H28N3O2 in total at a distorted geometry, from OMol25.

Each line ends with the Mulliken charge.
Cartesian coordinates (Å):
C -3.149 1.846 -2.172  -1.698
C -2.848 0.797 -1.190  0.389
N -3.354 -0.457 -1.292  0.259
C -4.098 -0.958 -2.435  -0.882
C -2.962 -1.244 -0.200  0.154
C -2.145 -0.443 0.627  0.706
C -1.530 -1.032 1.723  -0.191
C -1.762 -2.390 1.994  -0.952
C -2.545 -3.181 1.128  -0.706
C -3.148 -2.604 -0.002  -0.959
C -2.064 0.879 0.003  1.380
C -1.280 1.960 0.411  -0.974
C -0.999 2.259 1.787  0.793
C -1.812 1.803 2.860  -0.444
C -1.416 1.997 4.180  -0.617
C -0.228 2.688 4.471  -0.399
C 0.547 3.207 3.424  -0.718
C 0.154 3.020 2.102  -0.347
H -2.843 2.803 -1.740  0.417
H -2.580 1.698 -3.102  0.357
H -4.220 1.899 -2.415  0.429
H -4.282 -2.023 -2.272  0.312
H -5.056 -0.433 -2.553  0.308
H -3.518 -0.832 -3.360  0.340
H -0.886 -0.427 2.357  0.511
H -1.328 -2.844 2.885  0.412
H -2.685 -4.243 1.337  0.402
H -3.727 -3.178 -0.720  0.252
H -0.885 2.636 -0.353  0.252
H -2.753 1.295 2.637  0.522
H -2.033 1.606 4.990  0.427
H 0.089 2.825 5.511  0.401
H 1.455 3.777 3.636  0.400
H 0.712 3.455 1.272  0.427
C 3.023 3.589 -5.572  -1.576
C 1.561 3.200 -5.449  1.637
C 0.660 4.398 -5.200  -1.519
C 1.133 2.460 -6.708  -1.644
O 1.417 2.197 -4.323  -0.436
C 1.638 2.620 -3.047  0.669
N 1.491 1.557 -2.172  -0.343
N 1.338 1.912 -0.827  -0.305
O 1.980 3.728 -2.658  -0.658
H 3.623 2.682 -5.737  0.381
H 3.179 4.256 -6.434  0.427
H 3.357 4.101 -4.661  0.334
H -0.388 4.072 -5.118  0.323
H 0.964 4.912 -4.280  0.354
H 0.726 5.110 -6.038  0.425
H 0.092 2.124 -6.649  0.376
H 1.217 3.112 -7.587  0.403
H 1.772 1.589 -6.890  0.399
H 1.011 0.720 -2.471  0.260
H 1.629 1.149 -0.222  0.239
H 1.850 2.781 -0.654  0.292

## Properties
Maximum force: 0.0322 hartree/bohr
HOMO: -0.4114 Ha
Energy relative to the best compared isomer or geometry (same formula, charge and spin): 0.679 eV
Net charge: +1



Entry 4:
The following is a quantum chemistry calculation of the ion C22H28N3O3S2 with charge +1 at a distorted geometry, from OMol25.

Each line ends with the Mulliken charge.
Cartesian coordinates (Å):
C 5.647 0.264 2.428  -1.285
C 4.731 0.175 1.248  0.741
C 4.807 -0.613 0.086  -0.616
C 4.024 -0.980 -0.825  0.563
C 4.148 -1.722 -2.051  -2.566
C 2.847 -0.130 -0.780  1.544
S 1.615 0.008 -1.987  -0.319
C 0.637 1.177 -0.872  -0.139
N -0.573 1.789 -1.081  0.595
C -0.551 3.269 -0.734  -1.329
C -1.629 3.596 0.279  -1.046
N -1.577 2.568 1.433  0.857
C -2.805 2.736 2.276  -1.006
C -0.369 3.023 2.266  -0.824
C -1.638 1.403 -1.936  0.594
O -2.640 2.118 -2.071  -0.643
C -1.642 -0.135 -2.188  -0.896
C -2.968 -0.479 -1.491  -1.553
S -2.538 -0.733 0.317  0.888
O -1.556 0.173 0.476  -0.837
O -3.847 -0.733 1.152  -0.815
C -1.765 -2.584 0.552  0.469
C -0.460 -2.576 0.584  -0.367
C 0.262 -3.668 0.553  -0.626
C -0.675 -4.853 0.842  -0.738
C -2.074 -4.787 0.637  -0.687
C -2.733 -3.438 0.766  -0.512
N 1.387 1.404 -0.025  0.247
C 2.583 0.844 0.208  -0.842
C 3.604 1.068 1.249  -0.957
H 6.592 0.701 2.151  0.315
H 5.735 -0.779 2.716  0.362
H 5.204 0.958 3.178  0.322
H 5.541 -1.249 0.242  0.493
H 4.958 -2.414 -1.836  0.438
H 3.406 -2.279 -2.317  0.710
H 4.444 -1.292 -2.803  0.701
H -0.852 4.024 -1.725  0.373
H 0.370 3.586 -0.583  0.639
H -1.648 4.461 0.594  0.812
H -2.739 3.440 -0.274  0.408
H -1.597 1.648 1.155  -0.001
H -2.654 2.348 3.173  0.478
H -3.615 2.503 1.522  0.347
H -2.908 3.849 2.880  0.321
H -0.474 2.500 3.246  0.411
H 0.614 2.641 1.827  0.189
H -0.467 4.105 2.768  0.343
H -0.765 -0.485 -1.901  0.290
H -1.859 -0.191 -3.153  0.458
H -3.243 -1.584 -1.963  0.403
H -3.756 -0.215 -1.734  1.442
H 0.187 -1.812 0.439  0.639
H 1.316 -3.848 0.616  0.502
H -0.194 -5.704 0.572  0.437
H -2.710 -5.611 0.994  0.376
H -3.692 -3.291 0.678  0.678
H 3.379 1.602 2.198  0.223

## Properties
Maximum force: 0.3491 hartree/bohr
HOMO: -0.4009 Ha
Structure (SMILES): Cc1cc(C)c2sc(N(CC[NH+](C)C)C(=O)CCS(=O)(=O)c3ccccc3)nc2c1
Energy relative to the best compared isomer or geometry (same formula, charge and spin): 16.305 eV
Net charge: +1



Entry 5:
The following is a quantum chemistry calculation of a structure of composition C22H28N4O2ReS, from OMol25.

Each line ends with the Löwdin spin population.
Cartesian coordinates (Å):
Re 0.543 0.063 -0.339  0.711
O 1.363 -0.154 1.451  0.032
C 0.787 -0.176 2.651  0.010
C 1.562 0.163 3.765  0.000
C 1.009 0.151 5.028  0.007
C -0.327 -0.216 5.234  0.004
C -1.087 -0.585 4.155  0.001
C -0.553 -0.557 2.847  0.010
C -1.352 -1.072 1.779  0.021
N -1.100 -1.009 0.512  0.000
C -1.995 -1.788 -0.367  0.000
C -1.757 -1.281 -1.766  0.000
N -0.305 -1.142 -1.871  0.010
C 0.303 -1.731 -2.850  0.003
C 1.708 -1.795 -3.045  0.019
C 2.221 -2.293 -4.260  -0.005
C 3.569 -2.472 -4.422  0.018
C 4.428 -2.197 -3.348  0.000
C 3.948 -1.739 -2.139  0.011
C 2.578 -1.513 -1.972  0.006
O 2.125 -1.094 -0.801  0.104
H 2.607 0.405 3.618  0.000
H 1.625 0.417 5.877  0.000
H -0.742 -0.231 6.231  0.000
H -2.111 -0.912 4.295  0.000
H -2.259 -1.598 2.077  0.000
H -3.035 -1.681 -0.056  -0.001
H -1.718 -2.842 -0.301  0.000
H -2.221 -0.300 -1.909  0.000
H -2.154 -1.962 -2.518  0.000
H -0.321 -2.242 -3.582  0.000
H 1.533 -2.532 -5.063  -0.001
H 3.968 -2.842 -5.356  0.001
H 5.491 -2.361 -3.466  0.000
H 4.609 -1.563 -1.301  0.000
C 0.488 2.959 0.760  0.001
C 1.950 2.538 0.751  0.000
N 2.203 1.496 -0.295  0.010
C 2.615 2.015 -1.623  0.002
C 1.438 2.678 -2.314  0.000
S 0.003 1.545 -2.174  0.008
C -1.342 2.597 -1.534  0.001
C -1.669 2.205 -0.097  0.003
N -0.428 1.784 0.598  0.010
H 0.272 3.652 -0.049  0.000
H 0.249 3.483 1.687  0.000
H 2.230 2.109 1.708  0.000
H 2.582 3.412 0.578  0.000
H 2.939 0.881 0.050  0.001
H 2.966 1.162 -2.204  0.000
H 3.444 2.720 -1.522  0.001
H 1.636 2.824 -3.373  0.000
H 1.187 3.644 -1.883  0.000
H -2.197 2.430 -2.186  0.000
H -1.067 3.645 -1.654  0.000
H -2.370 1.372 -0.064  0.000
H -2.129 3.047 0.426  0.001
H -0.687 1.457 1.531  0.002

## Properties
Maximum force: 0.0103 hartree/bohr
HOMO (spin up / spin down): -0.4938 / -0.5119 Ha
Multiplicity: 2
Energy relative to the best compared isomer or geometry (same formula, charge and spin): 0.000 eV
Net charge: +2



Entry 6:
The following is a quantum chemistry calculation of an isolated molecule of C22H28N4O2S, from OMol25.

Each line ends with the Mulliken charge.
Cartesian coordinates (Å):
C 7.149 -0.654 -0.078  -1.642
C 5.737 -0.216 -0.318  0.951
C 4.709 -1.133 -0.298  -0.998
C 3.380 -0.755 -0.520  0.668
C 2.289 -1.670 -0.529  -0.519
C 1.011 -1.277 -0.756  1.139
C -0.097 -2.279 -0.876  -1.729
N -1.322 -1.909 -0.207  0.363
C -1.280 -1.780 1.235  -1.134
C -1.424 -0.333 1.745  -0.797
N -2.806 -0.012 2.086  0.263
C -3.175 -0.495 3.403  -1.174
C -3.087 1.406 1.955  -1.115
C -2.466 -1.771 -0.924  0.439
S -2.529 -2.184 -2.535  -0.472
N -3.569 -1.382 -0.253  -0.109
C -4.764 -0.970 -0.951  -1.231
C -4.765 0.505 -1.201  0.349
C -3.759 1.352 -1.560  0.009
C -4.341 2.643 -1.627  -0.718
C -5.650 2.483 -1.302  -0.470
O -5.919 1.191 -1.036  -0.417
C 0.706 0.134 -0.973  -0.045
O -0.406 0.614 -1.125  -0.702
N 1.801 0.970 -0.971  0.017
C 3.102 0.601 -0.767  -0.314
C 4.141 1.529 -0.791  -0.703
C 5.447 1.140 -0.571  1.175
C 6.548 2.153 -0.602  -1.870
H 7.775 -0.420 -0.937  0.336
H 7.193 -1.725 0.100  0.377
H 7.569 -0.142 0.787  0.334
H 4.922 -2.176 -0.109  0.386
H 2.508 -2.717 -0.368  0.422
H 0.250 -3.255 -0.513  0.315
H -0.367 -2.386 -1.939  0.440
H -0.316 -2.178 1.556  0.214
H -2.068 -2.405 1.671  0.734
H -1.113 0.336 0.943  0.508
H -0.757 -0.174 2.607  0.305
H -4.240 -0.328 3.557  0.322
H -2.620 0.018 4.203  0.332
H -2.978 -1.562 3.477  0.335
H -2.852 1.726 0.941  0.280
H -4.149 1.574 2.132  0.363
H -2.512 2.015 2.667  0.341
H -3.430 -0.920 0.652  0.435
H -5.640 -1.234 -0.352  0.385
H -4.802 -1.517 -1.901  0.496
H -2.737 1.092 -1.749  0.591
H -3.848 3.559 -1.884  0.438
H -6.465 3.177 -1.230  0.503
H 1.599 1.947 -1.151  0.226
H 3.913 2.568 -0.986  0.306
H 7.072 2.179 0.353  0.349
H 6.155 3.145 -0.808  0.361
H 7.277 1.902 -1.372  0.354

## Properties
Maximum force: 0.0187 hartree/bohr
HOMO: -0.2710 Ha
Structure (SMILES): Cc1cc2cc(CN(CCN(C)C)C(=S)NCc3ccco3)c(=O)[nH]c2cc1C
Energy relative to the best compared isomer or geometry (same formula, charge and spin): 1.229 eV